{"formula": "C25H37Br14F20O2PSSi2", "method": "ωB97M-V/def2-TZVPD", "symbols": ["O", "P", "Si", "O", "Si", "S", "C", "C", "C", "F", "F", "C", "F", "F", "C", "F", "F", "C", "F", "F", "C", "F", "F", "C", "F", "F", "F", "C", "F", "F", "C", "F", "F", "C", "F", "F", "F", "H", "H", "H", "H", "H", "H", "H", "H", "H", "Br", "C", "C", "Br", "H", "H", "H", "H", "Br", "C", "C", "Br", "H", "H", "H", "H", "Br", "C", "C", "Br", "H", "H", "H", "H", "Br", "C", "C", "Br", "H", "H", "H", "H", "Br", "C", "C", "Br", "H", "H", "H", "H", "Br", "C", "C", "Br", "H", "H", "H", "H", "Br", "C", "C", "Br", "H", "H", "H", "H"], "coordinates": [[3.12091, 1.27168, 2.55348], [1.94813, 0.65527, 1.74706], [0.89854, -0.93921, 2.88084], [1.85889, -2.31955, 3.24579], [2.57126, -3.05260, 1.84936], [4.46516, -4.01228, 2.32169], [1.43075, -4.25586, 0.90449], [2.10005, -4.95704, -0.37062], [2.25758, -3.99149, -1.63667], [1.62086, -4.66694, -2.72791], [1.54127, -2.79499, -1.45824], [3.78064, -3.78390, -2.08011], [4.16134, -5.00150, -2.70959], [4.57734, -3.68202, -0.93433], [4.02038, -2.63479, -3.16390], [4.96231, -3.15430, -4.08992], [2.85772, -2.39984, -3.93888], [4.52440, -1.24551, -2.57778], [3.61828, -0.82259, -1.58254], [5.79251, -1.33440, -1.94969], [4.65501, -0.06957, -3.64626], [3.40769, 0.39045, -4.12544], [5.38250, -0.43401, -4.79837], [5.39654, 1.24462, -3.07521], [5.16347, 2.24634, -4.04947], [4.82195, 1.72842, -1.90217], [6.77777, 1.11050, -3.00851], [-0.77803, -1.44510, 2.00853], [-1.12155, -2.70778, 2.54466], [-0.62426, -1.46867, 0.58205], [-1.92228, -0.33164, 2.27986], [-2.40433, 0.12100, 1.03560], [-1.42655, 0.80291, 2.94439], [-3.17088, -0.92483, 3.09244], [-3.84367, -1.93915, 2.43723], [-4.10460, 0.13961, 3.24509], [-2.72660, -1.24542, 4.37250], [1.04817, 1.73351, 1.42456], [2.47049, 0.17498, 0.48293], [0.49257, -0.33395, 4.16183], [2.88634, -1.95254, 0.91539], [5.40608, -3.18216, 1.72057], [1.17142, -5.10315, 1.63809], [0.44084, -3.81426, 0.56524], [3.06427, -5.45992, -0.05060], [1.39173, -5.80470, -0.67913], [-3.17911, 2.83592, -2.03519], [-4.80417, 1.78889, -1.78711], [-5.60762, 2.29244, -0.61515], [-4.81948, 1.72968, 1.07565], [-4.49837, 0.74817, -1.68417], [-5.36316, 1.90801, -2.71658], [-6.60833, 1.85878, -0.62028], [-5.68904, 3.37841, -0.58282], [-9.03414, -0.79792, 7.04439], [-7.13885, -0.92260, 6.60697], [-6.81522, -0.16205, 5.34611], [-7.38707, -1.14060, 3.76086], [-6.89678, -1.98303, 6.54454], [-6.62083, -0.48623, 7.46201], [-5.73674, -0.04566, 5.23344], [-7.28708, 0.81902, 5.30132], [8.36226, 3.99907, -1.46054], [6.77296, 4.37374, -0.39652], [6.89561, 3.80334, 0.99373], [6.61217, 1.87584, 0.99733], [5.92074, 3.97974, -0.94922], [6.70536, 5.46185, -0.36062], [6.11752, 4.20514, 1.64398], [7.86931, 3.98217, 1.44840], [-8.06448, 4.22987, 7.42727], [-9.68925, 3.18340, 7.68052], [-10.49167, 3.68994, 8.85185], [-9.70330, 3.13337, 10.54503], [-9.38309, 2.14372, 7.78602], [-10.24940, 3.29983, 6.75179], [-11.49220, 3.25591, 8.84868], [-10.57275, 4.77598, 8.88072], [-4.62063, 2.08134, -6.06961], [-3.18500, 3.39012, -6.23342], [-3.54393, 4.68572, -5.55235], [-4.79993, 5.72442, -6.62160], [-2.98011, 3.50488, -7.29651], [-2.32322, 2.92795, -5.75013], [-2.66430, 5.32266, -5.45013], [-3.99987, 4.54535, -4.57302], [5.98035, -6.92264, 4.61807], [7.10496, -7.61861, 3.18662], [8.45413, -6.94496, 3.17210], [8.34652, -5.15647, 2.40426], [6.55091, -7.49228, 2.25692], [7.20943, -8.68319, 3.39999], [9.14813, -7.48750, 2.52905], [8.89321, -6.83944, 4.16347], [-2.87182, 3.84693, -10.65704], [-1.05123, 4.52872, -10.79176], [-0.13095, 3.82435, -9.82820], [-0.38895, 4.46776, -8.00709], [-1.10195, 5.60491, -10.62962], [-0.74992, 4.33479, -11.82195], [0.91177, 4.04288, -10.06148], [-0.27382, 2.74456, -9.80730]], "forces_ev_per_a": [[-2.2, -1.5, -1.0], [3.6, 2.8, 0.2], [0.3, -1.8, 1.5], [-0.8, 0.9, -2.4], [0.4, 0.2, 0.2], [0.1, 0.4, -0.2], [-0.5, -1.1, 0.1], [-0.5, -0.3, 0.5], [-1.4, -1.4, -0.1], [1.1, 1.5, 1.6], [1.6, -1.7, -0.4], [0.0, -1.8, -0.1], [-0.7, 2.3, 1.4], [-1.2, 0.4, -2.1], [0.5, -0.6, -2.1], [-1.5, 1.5, 2.0], [2.2, -0.4, 2.0], [0.5, 0.8, 1.2], [1.5, -0.9, -1.9], [-2.5, -0.2, -1.4], [-0.2, 1.3, -1.9], [2.2, -1.3, 1.4], [-1.3, 0.2, 2.5], [0.3, 2.2, -1.0], [0.5, -2.0, 2.0], [1.5, -1.4, -2.2], [-3.2, 0.0, 0.4], [0.3, 0.6, -0.5], [-0.1, 1.8, -1.4], [-0.3, -0.7, 2.5], [-1.0, 0.1, -1.5], [1.0, -1.0, 2.5], [-0.7, -2.2, -1.0], [-1.3, 1.6, 0.6], [1.9, 1.9, 1.7], [2.0, -2.4, 0.1], [-1.1, 0.0, -2.5], [-0.2, -0.9, -0.1], [-0.9, 0.2, 0.5], [0.1, -0.1, -0.1], [0.0, 0.1, 0.1], [-1.2, -0.4, 0.4], [0.3, 1.1, -1.1], [1.2, -0.3, 0.6], [-0.9, 0.9, -0.7], [1.0, 1.4, 0.2], [0.0, -0.1, 0.0], [-0.1, 0.1, -0.3], [-0.1, -0.1, 0.3], [-0.5, 0.4, -0.4], [0.0, 0.2, 0.1], [0.0, 0.0, 0.1], [0.1, 0.0, -0.1], [0.1, -0.1, -0.1], [0.0, -0.1, 0.0], [0.0, 0.2, 0.2], [0.2, -0.1, -0.2], [0.0, 0.1, 0.1], [0.0, 0.2, -0.1], [0.0, 0.0, -0.1], [-0.1, 0.0, 0.1], [0.0, -0.1, 0.1], [-0.1, 0.0, 0.0], [0.2, 0.2, -0.1], [-0.2, -0.2, 0.1], [0.1, 0.1, 0.0], [0.1, 0.0, 0.2], [0.0, -0.1, 0.1], [0.0, 0.0, -0.1], [-0.1, 0.0, -0.2], [0.0, -0.1, 0.0], [0.0, 0.2, -0.2], [-0.1, -0.2, 0.2], [0.0, 0.1, -0.1], [-0.1, 0.1, 0.1], [0.0, 0.0, 0.1], [0.1, 0.0, -0.1], [0.1, -0.1, -0.1], [0.0, 0.0, 0.0], [0.0, -0.2, 0.2], [0.0, 0.2, -0.1], [0.0, 0.0, 0.1], [-0.1, 0.0, 0.2], [-0.1, 0.1, 0.0], [0.0, -0.1, 0.0], [0.1, -0.1, -0.1], [0.0, 0.0, -0.1], [-0.1, -0.1, 0.2], [0.1, 0.1, -0.3], [0.0, 0.0, 0.1], [0.1, 0.1, 0.1], [0.1, 0.1, 0.0], [-0.1, 0.0, 0.0], [-0.2, 0.0, -0.1], [0.1, 0.1, 0.1], [-0.2, -0.1, -0.2], [0.2, 0.1, 0.1], [0.1, 0.0, -0.1], [0.1, -0.2, 0.1], [0.0, 0.0, 0.1], [-0.1, 0.0, 0.0], [-0.1, 0.2, 0.0]], "mulliken_charge": [-0.6713, 0.5897, 0.3175, -0.2351, 0.5624, -0.2732, -0.5496, -1.2546, 1.1287, -0.3449, -0.2369, 0.3822, -0.3335, -0.1494, 0.5500, -0.3123, -0.2482, 0.5412, -0.1716, -0.2877, 0.4390, -0.2799, -0.2713, 0.6528, -0.2736, -0.1941, -0.2038, 0.6843, -0.3153, -0.2512, 0.3226, -0.1935, -0.3026, 0.7117, -0.2147, -0.2306, -0.2343, 0.0813, -0.0743, -0.1676, -0.2760, 0.1421, 0.4583, 0.3134, 0.3171, 0.3974, -0.1572, -0.5393, -0.6208, -0.0995, 0.3619, 0.3214, 0.3756, 0.3570, -0.1657, -0.6271, -0.3514, -0.1289, 0.4159, 0.3724, 0.1345, 0.3356, -0.1285, -0.4786, -0.5864, -0.1085, 0.2271, 0.3633, 0.3337, 0.3636, -0.1374, -0.4164, -0.5464, -0.1378, 0.1674, 0.3486, 0.3397, 0.3840, -0.1769, -0.3534, -0.3837, -0.1422, 0.1273, 0.3812, 0.3257, 0.2204, -0.1331, -0.5613, -0.5735, -0.1306, 0.3421, 0.3415, 0.3343, 0.3673, -0.1330, -0.5645, -0.5836, -0.1315, 0.3749, 0.3326, 0.3411, 0.3665]}

***

{"formula": "CH2F3NO4S2", "method": "ωB97M-V/def2-TZVPD", "spin_multiplicity": 3, "symbols": ["C", "N", "O", "O", "O", "O", "F", "F", "F", "S", "S", "H", "H"], "coordinates": [[0.77215, -1.12821, 0.69598], [-0.38602, 2.28204, -0.94167], [-1.29524, -0.48204, 1.68566], [-1.14375, -2.53402, 0.15337], [1.06293, 0.46899, -1.08682], [-1.26284, -0.14677, -0.49501], [1.19077, 0.01633, 1.20099], [1.80282, -1.42269, -0.13467], [0.83270, -2.13242, 1.59257], [-0.92584, -1.19468, 0.45297], [-0.08672, 0.94701, -1.71963], [-0.76515, 3.13963, -1.27770], [0.20421, 2.18683, -0.12603]], "forces_ev_per_a": [[5.8, -0.7, 0.4], [-0.5, 1.3, 1.8], [-1.1, -0.9, 0.1], [-1.6, -1.7, -0.5], [4.6, -1.7, 1.2], [-3.3, -0.6, 0.7], [-0.6, 0.5, 1.7], [-1.3, -1.4, -0.5], [0.5, 0.0, 1.4], [-0.1, 1.1, 1.0], [-2.2, 2.5, -7.7], [0.0, 0.3, -0.2], [-0.3, 1.2, 0.5]], "mulliken_charge": [0.6977, -0.3395, -0.4408, -0.5366, -0.4684, -0.3297, -0.1960, -0.2146, -0.2449, 1.2185, 0.3589, 0.2343, 0.2612]}

***

{"formula": "C2H7N2OP", "method": "ωB97M-V/def2-TZVPD", "smiles": "CN(C)/N=P/O", "symbols": ["C", "N", "C", "N", "P", "O", "H", "H", "H", "H", "H", "H", "H"], "coordinates": [[1.58844, 0.33496, 0.40757], [0.24117, -0.17893, 0.52822], [0.03537, -1.44832, -0.11982], [-0.65982, 0.71327, 0.22564], [-2.09531, 0.30700, -0.39082], [-2.58540, 1.81358, -0.58943], [1.46140, 1.34840, 0.68496], [2.29066, -0.23674, 1.18845], [1.84769, 0.26471, -0.68288], [-0.14652, -1.12086, -1.16910], [0.76404, -2.26262, -0.01863], [-0.88403, -1.90333, 0.27093], [-1.85771, 2.36887, -0.33511]], "forces_ev_per_a": [[0.8, -1.8, 0.9], [1.8, -1.9, 1.0], [-0.9, -0.3, -0.2], [-2.0, 0.2, -0.6], [1.1, 0.1, 0.3], [-1.7, 0.4, -0.6], [0.6, 1.1, 0.3], [-1.3, 1.3, -2.2], [0.6, 0.0, 1.0], [0.1, -0.9, -0.1], [0.4, 0.9, 0.0], [-0.1, 0.2, -0.2], [0.6, 0.8, 0.2]], "mulliken_charge": [-0.7598, 0.1905, -1.0512, -0.3388, 0.1348, -0.4822, 0.3489, 0.2449, 0.2623, 0.4718, 0.2782, 0.3184, 0.3821]}

***

Quick rundown of relative energy (zero: lowest compared OMol25 entry of this formula, charge and spin), same order as above: 376.2 70.6 268.7 kJ/mol